# 1
The following is a quantum chemistry calculation of 2 unconnected molecules or ions with the total composition C4H13N2O in a non-equilibrium geometry, from OMol25.

Values from the calculation:
Energy above the lowest of the compared OMol25 structures with the same formula, charge and spin: 238.72 kJ/mol
LUMO energy: -3.2 eV
Highest occupied orbital energy: -13.75 eV
Max |F|: 6.56 eV/Å
Frontier orbital gap: 10.5 eV
Total charge: +1

Geometry as XYZ:
```
20
Properties=species:S:1:pos:R:3:forces:R:3
C 3.151442 -0.978208 -0.685997 -2.6 -3.7 -0.9
C -3.106565 0.818129 -0.657470 -0.3 0.4 -0.6
C 1.263070 0.727438 -0.234519 -0.2 0.4 -1.3
C 1.850918 -0.691892 0.034672 -0.6 1.6 -0.1
N 0.117535 0.902847 0.682181 0.2 -0.3 -3.8
N -2.077938 -0.185790 -0.282021 1.9 0.2 -6.3
O 1.126277 -1.389992 0.718958 1.4 -0.4 -0.6
H 2.762034 -1.091212 -1.772757 0.6 -0.3 1.4
H 3.805643 -0.175934 -0.806907 1.3 1.2 0.6
H 3.538173 -2.002587 -0.329291 -0.1 1.9 -0.7
H -3.708144 1.059938 0.188821 0.3 0.7 1.2
H -2.632452 1.710031 -1.128435 -0.6 -0.8 0.4
H -3.927284 0.388352 -1.241492 0.8 -0.1 -0.7
H 0.810474 0.738875 -1.298511 1.0 -0.1 1.3
H 1.999693 1.584831 -0.202822 -0.7 -1.1 0.1
H 0.049767 1.836298 0.898458 -0.5 2.6 0.8
H 0.243807 0.371509 1.464622 0.5 -1.7 2.7
H -2.482281 -0.800015 0.329748 -0.7 -2.2 2.2
H -1.815321 -0.773155 -1.229943 -1.0 1.5 3.1
H -1.048745 0.271442 -0.001674 -0.8 0.1 1.2
```
Forces are in eV/Å.

=====

# 2
The following is a quantum chemistry calculation of 2 unconnected molecules or ions with the total composition C4H13N2O in a non-equilibrium geometry, from OMol25.

Values from the calculation:
Energy above the lowest of the compared OMol25 structures with the same formula, charge and spin: 454.09 kJ/mol
LUMO energy: -3.2 eV
Highest occupied orbital energy: -13.46 eV
Max |F|: 5.69 eV/Å
Frontier orbital gap: 10.2 eV
Total charge: +1

Geometry as XYZ:
```
20
Properties=species:S:1:pos:R:3:forces:R:3
C 2.282482 -0.509690 1.307227 4.1 -0.1 -0.9
C -0.025383 -1.243729 0.726310 1.7 1.3 2.5
C 0.909873 -0.028708 1.219704 -2.0 0.0 -0.8
C -1.408504 1.533234 -0.782373 2.5 1.2 1.8
N -2.600033 1.963489 -0.746669 -0.3 -3.8 -4.2
N -0.870106 0.643027 -1.808683 -2.5 -2.7 1.0
O 0.208569 -1.565580 -0.601698 -0.3 -0.1 -2.1
H 2.899316 -0.031070 2.134286 -0.8 -0.4 -1.1
H 2.147149 -1.538875 1.581404 0.9 -0.8 0.2
H 2.963335 -0.447311 0.327456 -1.7 -0.2 2.0
H -1.066906 -1.018223 0.901098 -0.5 0.1 -0.4
H 0.218277 -2.098916 1.372356 -0.2 0.2 -0.1
H 0.635696 0.150750 2.273601 -0.5 0.5 -0.6
H 0.858154 0.876194 0.542853 -0.6 -0.8 1.1
H -3.285242 1.647235 -1.441025 -0.4 0.4 0.3
H -2.799620 2.719530 -0.212876 -0.9 2.5 2.4
H -0.400759 -0.216942 -1.259879 -0.2 0.7 -1.0
H -0.123980 1.184780 -2.142400 1.6 0.8 -1.0
H -1.434235 0.212583 -2.590965 0.3 0.6 0.5
H 0.891917 -2.231776 -0.799727 -0.3 0.5 0.5
```
Forces are in eV/Å.

=====

# 3
The following is a quantum chemistry calculation of 2 unconnected molecules or ions with the total composition C4H13N2O in a non-equilibrium geometry, from OMol25.

Values from the calculation:
Energy above the lowest of the compared OMol25 structures with the same formula, charge and spin: 171.44 kJ/mol
LUMO energy: -2.9 eV
Highest occupied orbital energy: -13.57 eV
Max |F|: 2.23 eV/Å
Frontier orbital gap: 10.6 eV
Total charge: +1

Geometry as XYZ:
```
20
Properties=species:S:1:pos:R:3:forces:R:3
C -1.544170 -0.161774 0.365200 -0.4 -1.0 -0.3
C -0.916744 0.848664 -0.545478 1.1 -0.5 -1.9
C -0.113715 0.164863 -1.730989 -1.0 1.0 0.8
C 2.226508 -0.127496 -1.912039 0.7 -1.1 0.9
N 1.157584 -0.309791 -1.268358 0.0 -0.6 -0.1
N -0.468605 -1.024619 0.954903 1.3 1.0 1.5
H -2.210499 -0.866047 -0.165976 0.3 0.5 0.0
H -2.166712 0.305929 1.123466 0.3 -0.1 0.4
H -1.709916 1.399091 -1.065155 0.2 0.3 0.6
H -0.157185 1.476826 -0.051834 -0.8 0.2 0.1
H -0.726920 -0.654589 -2.087657 0.1 -0.5 -0.1
H -0.061471 0.859945 -2.554464 0.3 0.4 -0.4
H 2.416230 0.422056 -2.817383 -0.6 0.4 -0.5
H 3.096797 -0.664847 -1.516177 0.0 0.4 -0.1
H -0.786155 -1.773276 1.564516 -0.3 -0.1 -0.2
H 0.195573 -1.370810 0.253045 -0.2 0.0 -0.4
H 0.167952 -0.424174 1.605082 -1.2 -0.7 -0.8
H -0.035745 1.143785 3.342711 -0.1 -0.5 -0.8
H 1.176175 0.353036 3.577340 0.4 -0.5 -0.3
O 0.461023 0.403236 2.929244 -0.1 1.4 1.6
```
Forces are in eV/Å.

=====

# 4
The following is a quantum chemistry calculation of 2 unconnected molecules or ions with the total composition C4H13N2O in a non-equilibrium geometry, from OMol25.

Values from the calculation:
Energy above the lowest of the compared OMol25 structures with the same formula, charge and spin: 212.71 kJ/mol
LUMO energy (spin up / spin down): -8.4 / -13.8 eV
Highest occupied orbital energy (spin up / spin down): -19.95 / -19.94 eV
2S+1: 2
Max |F|: 1.68 eV/Å
Frontier orbital gap (spin up / spin down): 11.5 / 6.2 eV
Total charge: +2

Geometry as XYZ:
```
20
Properties=species:S:1:pos:R:3:forces:R:3
C -2.489749 1.667582 -1.006524 -1.2 -0.8 0.3
C -1.108565 1.197998 -0.942941 0.2 -0.3 -0.6
O -0.351269 1.116511 0.013969 -0.4 0.4 -0.7
N -0.477804 0.801543 -2.167866 0.0 0.6 0.7
H -3.188758 0.821997 -0.854547 0.5 -0.4 -0.2
H -2.753075 2.011820 -2.003819 0.0 0.6 0.2
H 0.524179 0.611847 -2.069676 0.0 -0.3 -0.3
H -0.815679 1.104208 -3.089094 0.0 0.0 0.1
H -2.792618 2.244722 -0.132903 0.4 0.7 -0.4
C 1.863494 -1.112376 1.222016 0.2 0.8 -0.6
C 1.793979 -2.539316 0.704167 0.2 1.0 -1.0
N 0.530912 -0.643829 1.759856 -0.6 0.3 1.5
H 2.604529 -0.886822 1.985050 0.0 -0.5 0.2
H 2.107068 -0.419469 0.419599 -0.1 0.1 -0.1
H 0.852332 -2.688281 0.165799 -0.4 -0.5 0.8
H 2.101879 -3.253377 1.454267 -0.4 -0.4 -0.1
H 0.195614 -1.321236 2.453248 -0.5 -0.5 -0.7
H 0.539380 0.180433 2.376661 0.8 0.2 -0.4
H -0.165785 -0.357529 1.047137 0.5 -1.1 0.6
H 2.434344 -2.594381 -0.179273 0.7 -0.2 0.5
```
Forces are in eV/Å.

=====

# 5
The following is a quantum chemistry calculation of 2 unconnected molecules or ions with the total composition C4H13N2O in a non-equilibrium geometry, from OMol25.

Values from the calculation:
Energy above the lowest of the compared OMol25 structures with the same formula, charge and spin: 355.32 kJ/mol
LUMO energy (spin up / spin down): -8.6 / -13.4 eV
Highest occupied orbital energy (spin up / spin down): -19.51 / -19.50 eV
2S+1: 2
Max |F|: 6.03 eV/Å
Frontier orbital gap (spin up / spin down): 10.9 / 6.1 eV
Total charge: +2

Geometry as XYZ:
```
20
Properties=species:S:1:pos:R:3:forces:R:3
C 0.101147 1.748172 -2.168141 -3.4 0.1 2.4
C 0.905365 1.232953 -1.021988 2.0 4.1 3.0
O 0.740716 0.153490 -0.452406 0.0 -1.4 -0.8
N 1.672083 2.131342 -0.232177 -1.4 -1.3 -2.8
H -0.951473 1.253221 -2.055285 1.9 0.8 -0.7
H 0.542539 1.588245 -3.086062 1.0 -0.7 -2.1
H 2.371469 1.764265 0.387995 0.2 -0.3 0.5
H 1.960937 2.976407 -0.717755 0.0 0.0 -0.1
H -0.051077 2.839242 -2.007493 0.3 -0.7 0.0
C -1.060970 -1.815835 1.883396 -1.3 -2.7 -0.8
C -0.313302 -2.507614 0.700516 2.9 -3.4 1.8
N -1.575232 -0.718512 1.085932 -4.9 3.2 -1.6
H -1.909381 -2.432036 2.266870 0.4 0.4 -0.7
H -0.593215 -1.515442 2.819224 0.8 0.3 -0.6
H -0.813477 -2.567041 -0.247838 -0.5 1.4 -0.6
H -0.315940 -3.694522 0.715481 0.8 2.3 1.1
H -2.374251 -0.090929 1.383091 0.7 -0.9 1.2
H -0.857613 0.019465 0.954746 -0.4 -1.1 -0.9
H -2.171899 -1.125560 0.204464 2.8 1.2 1.9
H 0.766246 -2.079094 0.662831 -1.9 -1.2 -0.4
```
Forces are in eV/Å.

=====

# 6
The following is a quantum chemistry calculation of 2 unconnected molecules or ions with the total composition C4H13N2O in a non-equilibrium geometry, from OMol25.

Values from the calculation:
Energy above the lowest of the compared OMol25 structures with the same formula, charge and spin: 167.11 kJ/mol
LUMO energy (spin up / spin down): -8.3 / -13.8 eV
Highest occupied orbital energy (spin up / spin down): -19.63 / -19.63 eV
2S+1: 2
Max |F|: 1.22 eV/Å
Frontier orbital gap (spin up / spin down): 11.4 / 5.8 eV
Total charge: +2

Geometry as XYZ:
```
20
Properties=species:S:1:pos:R:3:forces:R:3
C -2.231626 -1.169893 0.249617 0.0 -0.9 0.8
C -1.083882 -1.908392 -0.359742 0.5 0.2 0.1
O -0.038846 -1.437307 -0.813597 -0.7 -0.6 0.2
N -1.182200 -3.296342 -0.380066 -0.8 -0.2 0.1
H -1.829030 -0.224564 0.623119 -0.7 0.2 -0.6
H -2.625165 -1.698297 1.143832 0.5 0.1 -0.3
H -0.525208 -3.966278 -0.799070 0.3 0.3 0.0
H -2.064500 -3.654964 0.001540 0.2 -0.5 -0.1
H -3.112240 -1.223069 -0.414132 0.4 0.9 -0.1
C 0.994347 1.453867 0.504436 0.0 0.4 0.2
C 2.202799 2.327834 0.740788 0.5 -0.1 0.3
N 0.712220 1.284596 -0.987057 -0.2 -0.7 0.8
H 1.172980 0.457250 0.896140 0.1 -0.2 0.0
H 0.078691 1.822906 0.986027 0.2 0.1 -0.3
H 2.160162 3.305090 0.242176 -0.1 -0.3 0.2
H 3.119874 1.791059 0.443920 -0.3 0.3 -0.1
H 1.574069 1.368945 -1.530256 0.0 0.0 0.0
H 0.339766 0.310162 -1.049921 0.2 1.0 -0.7
H 0.041181 1.976059 -1.319262 0.0 0.0 -0.1
H 2.296610 2.481337 1.821508 0.0 0.2 -0.2
```
Forces are in eV/Å.